<one>
A cluster of 2 separate species, C10H13O3 in total, computed with wB97M-V/def2-TZVPD.

Cartesian coordinates (Å):
1 C 0.07 3.12 0.76
2 C -0.16 4.25 -0.20
3 C 1.30 2.19 0.45
4 O 1.61 1.91 -0.65
5 O 1.92 1.77 1.66
6 H 0.22 3.46 1.85
7 H -0.69 2.29 0.83
8 H 0.50 5.09 -0.01
9 H -1.22 4.76 -0.16
10 H -0.26 3.90 -1.26
11 C -1.11 -3.53 -2.10
12 C -1.01 -1.37 1.13
13 C 0.40 -1.11 1.36
14 C -1.33 -2.23 0.09
15 C -0.56 -2.72 -0.91
16 C 1.27 -1.56 0.27
17 C 0.72 -2.33 -0.71
18 O 0.71 -0.29 2.27
19 H -1.75 -0.86 1.71
20 H -2.42 -2.41 0.06
21 H 2.33 -1.17 0.11
22 H 1.59 0.78 2.04
23 H -1.95 -3.01 -2.55
24 H -1.43 -4.56 -1.72
25 H 1.53 -2.73 -1.39
26 H -0.28 -3.63 -2.93

Orbital gap: 7.12 eV
Multiplicity: 1
Total charge: -1

These are the Löwdin partial charges, in e, on atoms 1 to 4: atom 1 (C): -0.1898, atom 2 (C): -0.1427, atom 3 (C): -0.5244, atom 4 (O): 0.0913

<two>
A cluster of 2 separate species, C10H13O3 in total, computed with wB97M-V/def2-TZVPD.

Cartesian coordinates (Å):
1 C 1.31 -1.93 0.18
2 C 1.88 -2.51 -1.14
3 C 2.26 -1.03 0.92
4 O 2.51 -1.16 2.09
5 O 2.78 -0.08 0.14
6 H 0.43 -1.39 -0.16
7 H 0.91 -2.71 0.84
8 H 2.41 -1.65 -1.56
9 H 1.12 -2.91 -1.80
10 H 2.71 -3.20 -0.96
11 C -3.44 0.51 -0.65
12 C 0.13 1.81 -0.64
13 C -1.12 1.40 -1.05
14 C 0.53 1.73 0.72
15 C -2.04 0.85 -0.14
16 C -0.49 1.38 1.65
17 C -1.71 0.91 1.20
18 O 1.74 1.98 1.10
19 H 0.82 2.30 -1.33
20 H -1.39 1.40 -2.11
21 H 2.55 0.84 0.51
22 H -0.21 1.52 2.68
23 H -3.41 0.19 -1.69
24 H -3.98 1.44 -0.73
25 H -2.39 0.55 1.94
26 H -3.90 -0.24 -0.02

Orbital gap: 6.89 eV
Multiplicity: 1
Total charge: -1

These are the Löwdin partial charges, in e, on atoms 1 to 4: atom 1 (C): -0.1582, atom 2 (C): -0.0981, atom 3 (C): -0.5674, atom 4 (O): 0.0798

Stability, highest: <two>

<one>
The molecule C21H32N4O3, computed with wB97M-V/def2-TZVPD.

Cartesian coordinates (Å):
1 C -6.70 0.53 -1.05
2 C -5.29 1.10 -1.12
3 C -4.26 0.21 -0.43
4 C -2.85 0.76 -0.52
5 C -1.82 -0.12 0.18
6 C -0.43 0.41 0.03
7 C 0.61 -0.30 -0.36
8 C 2.01 0.22 -0.45
9 C 2.70 -0.25 -1.72
10 O 2.07 -0.82 -2.61
11 N 4.06 -0.11 -1.77
12 C 4.81 -0.74 -2.85
13 C 5.65 0.23 -3.66
14 C 4.91 1.45 -4.15
15 C 5.55 2.80 -4.04
16 C 4.37 2.49 -3.19
17 C 3.09 3.17 -3.62
18 O 3.05 4.33 -3.99
19 N 1.97 2.41 -3.50
20 C 0.68 3.00 -3.73
21 C 0.30 3.96 -2.66
22 N -0.67 4.82 -2.69
23 C -0.56 5.42 -1.44
24 C -1.46 6.50 -0.96
25 N 0.42 4.97 -0.72
26 O 1.00 3.98 -1.54
27 C 4.52 2.36 -1.68
28 C 4.73 0.96 -1.07
29 H -7.41 1.18 -1.55
30 H -6.75 -0.45 -1.54
31 H -7.02 0.40 -0.02
32 H -4.99 1.24 -2.16
33 H -5.27 2.09 -0.65
34 H -4.54 0.09 0.63
35 H -4.29 -0.79 -0.87
36 H -2.57 0.87 -1.57
37 H -2.82 1.76 -0.08
38 H -2.07 -0.18 1.25
39 H -1.86 -1.14 -0.21
40 H -0.28 1.46 0.29
41 H 0.47 -1.35 -0.62
42 H 2.01 1.31 -0.40
43 H 2.60 -0.14 0.40
44 H 5.48 -1.48 -2.40
45 H 4.10 -1.28 -3.48
46 H 6.52 0.54 -3.09
47 H 6.04 -0.31 -4.53
48 H 4.34 1.28 -5.06
49 H 6.52 2.87 -3.55
50 H 5.41 3.52 -4.84
51 H 2.02 1.44 -3.25
52 H 0.67 3.55 -4.68
53 H -0.06 2.21 -3.80
54 H -1.35 6.65 0.10
55 H -1.25 7.43 -1.49
56 H -2.49 6.22 -1.18
57 H 5.35 3.00 -1.35
58 H 3.63 2.80 -1.22
59 H 4.38 0.99 -0.03
60 H 5.78 0.71 -1.00

Orbital gap: 10.14 eV
SMILES string: CCCCC/C=C/CC(=O)N1CC[C@@H]2C[C@]2(C(=O)NCc2nc(C)no2)CC1
Multiplicity: 1

These are the Löwdin partial charges, in e, on atoms 1 to 4: atom 1 (C): -0.1218, atom 2 (C): -0.2846, atom 3 (C): -0.2450, atom 4 (C): -0.2318

<two>
The molecule C21H32N4O3, computed with wB97M-V/def2-TZVPD.

Cartesian coordinates (Å):
1 C -1.93 -7.09 3.21
2 C -2.07 -5.58 3.13
3 C -1.16 -4.96 2.08
4 C -1.28 -3.45 1.99
5 C -0.35 -2.83 0.93
6 C -0.52 -1.35 0.82
7 C 0.17 -0.46 1.53
8 C -0.08 1.01 1.47
9 C 1.22 1.81 1.40
10 O 2.30 1.27 1.50
11 N 1.10 3.17 1.26
12 C 2.32 3.97 1.25
13 C 2.21 5.17 0.33
14 C 1.87 4.80 -1.09
15 C 0.86 5.57 -1.87
16 C 0.54 4.14 -1.47
17 C 0.76 3.18 -2.61
18 O 1.54 3.43 -3.51
19 N 0.08 2.00 -2.62
20 C 0.33 1.04 -3.68
21 C -0.04 -0.34 -3.24
22 N 0.60 -1.44 -3.42
23 C -0.24 -2.37 -2.85
24 C 0.08 -3.82 -2.79
25 N -1.33 -1.86 -2.36
26 O -1.21 -0.50 -2.63
27 C -0.58 3.88 -0.46
28 C -0.16 3.85 1.03
29 H -2.59 -7.52 3.97
30 H -2.19 -7.56 2.25
31 H -0.91 -7.38 3.46
32 H -3.10 -5.31 2.91
33 H -1.84 -5.13 4.11
34 H -0.12 -5.22 2.30
35 H -1.38 -5.40 1.10
36 H -2.32 -3.18 1.75
37 H -1.06 -2.99 2.96
38 H 0.68 -3.07 1.20
39 H -0.55 -3.31 -0.03
40 H -1.31 -1.00 0.16
41 H 0.96 -0.79 2.19
42 H -0.73 1.24 0.63
43 H -0.62 1.34 2.37
44 H 2.56 4.30 2.27
45 H 3.13 3.31 0.93
46 H 1.50 5.91 0.72
47 H 3.18 5.68 0.33
48 H 2.69 4.40 -1.68
49 H 0.31 6.33 -1.34
50 H 1.05 5.74 -2.92
51 H -0.58 1.75 -1.91
52 H -0.24 1.29 -4.58
53 H 1.39 1.06 -3.94
54 H -0.79 -4.37 -2.42
55 H 0.37 -4.18 -3.77
56 H 0.91 -3.97 -2.10
57 H -1.37 4.62 -0.58
58 H -1.05 2.93 -0.66
59 H -0.96 3.39 1.61
60 H -0.06 4.86 1.41

Orbital gap: 9.79 eV
SMILES string: CCCCC/C=C/CC(=O)N1CC[C@@H]2C[C@]2(C(=O)NCc2nc(C)no2)CC1
Multiplicity: 1

These are the Löwdin partial charges, in e, on atoms 1 to 4: atom 1 (C): -0.1219, atom 2 (C): -0.2821, atom 3 (C): -0.2426, atom 4 (C): -0.2178

Stability, highest: <one>

<one>
A cluster of 2 separate species, Cl2HNOS in total, computed with wB97M-V/def2-TZVPD.

Cartesian coordinates (Å):
1 N 1.59 -0.25 -0.52
2 O -1.35 1.49 0.99
3 S -1.50 0.90 -0.31
4 Cl -2.43 -0.86 -0.20
5 Cl 1.30 -1.65 0.38
6 H 2.39 0.37 -0.35

Orbital gap (spin up / spin down): 9.31 / 7.57 eV
Multiplicity: 1

These are the Löwdin partial charges, in e, on atoms 1 to 4: atom 1 (N): -0.4460, atom 2 (O): -0.6029, atom 3 (S): 0.4209, atom 4 (Cl): 0.1543

<two>
A structure of composition Cl2HNOS, computed with wB97M-V/def2-TZVPD.

Cartesian coordinates (Å):
1 N 0.24 -0.78 -0.24
2 O 4.15 1.59 -0.58
3 S 3.76 0.79 0.52
4 Cl 4.32 -1.23 0.21
5 Cl 1.47 0.15 -0.74
6 H -0.27 -0.57 0.59

Orbital gap (spin up / spin down): 8.87 / 7.54 eV
Multiplicity: 1

These are the Löwdin partial charges, in e, on atoms 1 to 4: atom 1 (N): -0.4252, atom 2 (O): -0.5988, atom 3 (S): 0.4196, atom 4 (Cl): 0.0820

Stability, highest: <one>

<one>
The molecule C3H4BrCl, computed with wB97M-V/def2-TZVPD.

Cartesian coordinates (Å):
1 C -0.20 0.27 -0.59
2 C 1.24 0.38 -0.06
3 C -1.22 -0.70 0.19
4 Cl 2.44 -0.75 -0.34
5 Br -1.89 0.26 1.68
6 H -0.65 1.22 -0.56
7 H -0.29 0.06 -1.77
8 H 1.54 0.86 0.91
9 H -0.96 -1.60 0.53

Orbital gap (spin up / spin down): 7.67 / 8.69 eV
Multiplicity: 1

These are the Löwdin partial charges, in e, on atoms 1 to 4: atom 1 (C): -0.3789, atom 2 (C): -0.6193, atom 3 (C): -0.4770, atom 4 (Cl): 0.6293

<two>
The molecule C3H4BrCl, computed with wB97M-V/def2-TZVPD.

Cartesian coordinates (Å):
1 C 0.33 0.22 1.46
2 C -0.13 -0.50 0.49
3 Br -1.25 -1.99 0.45
4 C -0.09 0.16 -1.26
5 Cl 1.20 1.26 -1.43
6 H 0.29 -0.24 2.54
7 H 0.88 1.15 1.19
8 H -0.17 -0.77 -1.90
9 H -1.05 0.72 -1.53

Orbital gap: 10.62 eV
SMILES string: C=C(Br)CCl
Multiplicity: 1

These are the Löwdin partial charges, in e, on atoms 1 to 4: atom 1 (C): -0.1068, atom 2 (C): -0.8026, atom 3 (Br): 0.7151, atom 4 (C): -0.6564

Stability, highest: <two>

<one>
A cluster of 13 separate species, C5H39N3O12 in total, computed with wB97M-V/def2-TZVPD.

Cartesian coordinates (Å):
1 C -2.21 0.36 -2.37
2 N -2.44 1.71 -1.86
3 C -1.74 2.76 -2.81
4 C -0.81 3.78 -1.88
5 C 0.48 3.07 -1.55
6 N 0.68 2.92 0.02
7 C -1.01 -0.42 -1.74
8 N 0.24 -0.45 -2.36
9 H -3.08 -0.14 -1.98
10 H -2.35 0.08 -3.41
11 H -2.14 1.74 -0.86
12 H -1.06 2.29 -3.57
13 H -2.48 3.32 -3.34
14 H -0.70 4.62 -2.48
15 H -1.55 3.88 -1.07
16 H 1.44 3.73 -1.86
17 H 0.58 2.04 -1.90
18 H 0.70 3.87 0.40
19 H -0.13 2.51 0.45
20 H -0.86 -0.15 -0.67
21 H -1.46 -1.38 -1.65
22 H 0.14 -0.84 -3.34
23 H 0.65 0.47 -2.53
24 H 4.67 -0.16 0.25
25 H 3.27 -0.67 0.23
26 O 3.87 -0.31 -0.32
27 H 1.63 0.95 0.80
28 H 1.01 -0.04 -0.27
29 O 1.19 0.02 0.71
30 H -3.15 2.20 1.87
31 H -1.84 2.08 1.58
32 O -2.64 1.72 1.31
33 H -2.15 -1.99 -0.11
34 H -2.11 -3.03 1.11
35 O -1.58 -2.51 0.39
36 H 4.05 1.62 -0.90
37 H 3.04 1.56 0.25
38 O 3.18 1.88 -0.59
39 H 1.84 -2.95 4.04
40 H 0.78 -2.04 3.37
41 O 0.92 -2.57 4.12
42 H 0.63 -1.53 -0.81
43 H 0.02 -2.59 -0.08
44 O 0.94 -2.32 -0.32
45 H 2.69 -3.64 -1.03
46 H 2.33 -4.76 -0.02
47 O 3.10 -4.30 -0.45
48 H 1.87 -1.49 1.36
49 H 2.50 -2.69 0.92
50 O 2.41 -2.18 1.68
51 H -1.33 -1.42 2.53
52 H -2.32 -0.36 2.27
53 O -2.27 -1.16 2.70
54 H 0.37 0.99 1.68
55 H -0.78 0.49 2.77
56 O -0.32 1.27 2.31
57 H -1.61 -3.36 3.46
58 H -2.90 -2.95 2.84
59 O -2.18 -3.54 2.69

Orbital gap: 9.09 eV
Multiplicity: 1

These are the Löwdin partial charges, in e, on atoms 1 to 4: atom 1 (C): -0.2263, atom 2 (N): -0.0472, atom 3 (C): -0.1439, atom 4 (C): -0.1652

<two>
A cluster of 13 separate species, C5H39N3O12 in total, computed with wB97M-V/def2-TZVPD.

Cartesian coordinates (Å):
1 C 2.49 2.72 1.41
2 N 1.99 3.09 2.74
3 C 1.36 4.41 2.75
4 C 2.34 1.21 1.15
5 C 3.01 0.80 -0.15
6 N 0.90 0.89 1.16
7 C 0.62 -0.52 1.41
8 N 0.28 -0.72 2.82
9 H 3.57 3.00 1.36
10 H 2.02 3.30 0.61
11 H 1.29 2.40 3.00
12 H 0.49 4.49 2.10
13 H 1.05 4.59 3.78
14 H 2.10 5.20 2.46
15 H 2.83 0.66 1.97
16 H 3.09 -0.27 -0.23
17 H 4.00 1.24 -0.25
18 H 2.41 1.11 -1.05
19 H 0.38 1.28 0.40
20 H -0.24 -0.86 0.80
21 H 1.45 -1.20 1.15
22 H 1.01 -0.36 3.44
23 H -0.60 -0.30 3.06
24 H -0.44 -0.67 -4.31
25 H -1.11 -1.96 -4.77
26 O -0.36 -1.65 -4.26
27 H -1.32 1.46 -2.82
28 H -2.32 0.75 -1.78
29 O -1.79 1.55 -1.98
30 H 2.64 1.90 -4.59
31 H 2.00 2.57 -3.30
32 O 1.87 2.36 -4.23
33 H 0.17 -2.53 2.83
34 H 0.41 -4.04 3.30
35 O 0.03 -3.49 2.60
36 H -2.48 -1.37 -1.47
37 H -3.13 -0.50 -0.32
38 O -3.14 -0.67 -1.27
39 H -1.94 -3.94 -1.21
40 H -2.30 -4.29 0.24
41 O -1.99 -4.69 -0.60
42 H -0.23 -4.49 -0.29
43 H 0.42 -3.78 0.87
44 O 0.52 -3.86 -0.11
45 H -1.80 2.20 -0.33
46 H -0.68 2.23 0.67
47 O -1.64 2.31 0.62
48 H -3.65 0.22 1.79
49 H -2.45 0.86 1.16
50 O -2.84 -0.03 1.34
51 H -0.80 -2.13 -2.64
52 H -0.39 -2.77 -1.20
53 O -1.10 -2.37 -1.74
54 H 0.37 1.51 -4.36
55 H -1.02 1.49 -5.00
56 O -0.50 1.05 -4.33
57 H -1.64 -3.50 2.15
58 H -2.65 -2.47 1.65
59 O -2.55 -3.44 1.78

Orbital gap: 8.92 eV
Multiplicity: 1

These are the Löwdin partial charges, in e, on atoms 1 to 4: atom 1 (C): -0.2254, atom 2 (N): -0.1266, atom 3 (C): -0.1392, atom 4 (C): -0.3829

Stability, highest: <two>